Density functional theory data (wB97M-V/def2-TZVPD) for CHInO3 as an isolated structure in a non-equilibrium geometry.

Cartesian coordinates (Å):
In  1.45  -2.38  -2.20
O  -0.31  1.03  1.30
C  -0.46  0.44  0.09
O  0.18  -0.54  -0.21
O  -1.22  0.97  -0.69
H  0.36  0.48  1.71

As for the net charge: +1. The highest occupied orbital energy (alpha / beta) is -16.46 / -15.98 eV. Its expectation value of S² is 0.756. Its HOMO-LUMO gap (alpha / beta) is 11.1 / 8.4 eV. For the LUMO energy (alpha / beta), the calculation gives -5.33 / -7.56 eV. Its multiplicity is 2.

So, what does the Mulliken scheme give us? The charges, in e, come out as: atom 1 (In): 0.976, atom 2 (O): -0.403, atom 3 (C): 0.733, atom 4 (O): -0.460, atom 5 (O): -0.178, atom 6 (H): 0.333



Density functional theory data (wB97M-V/def2-TZVPD) for C6H10N as an isolated structure in a non-equilibrium geometry.

Cartesian coordinates (Å):
C  0.57  -0.91  0.53
C  -0.55  -0.01  1.17
C  -0.47  -0.81  -0.68
C  1.91  -0.59  0.11
C  2.14  0.78  -0.37
C  -2.62  0.44  -0.16
N  -1.27  -0.02  0.05
H  0.34  -1.95  0.87
H  -0.60  0.45  2.07
H  -0.20  -0.85  -1.67
H  2.54  -1.48  0.19
H  2.84  0.67  -1.17
H  2.85  1.27  0.43
H  1.29  1.43  -0.44
H  -3.07  -0.33  -0.62
H  -3.21  0.60  0.66
H  -2.50  1.30  -0.96

As for the net charge: +1. The highest occupied orbital energy (alpha / beta) is -13.38 / -12.05 eV. Its HOMO-LUMO gap (alpha / beta) is 9.1 / 6.4 eV. For the LUMO energy (alpha / beta), the calculation gives -4.31 / -5.66 eV.

So, what does the Mulliken scheme give us? The charges, in e, come out as: atom 1 (C): 0.150, atom 2 (C): -0.453, atom 3 (C): -0.511, atom 4 (C): -0.356, atom 5 (C): -1.019, atom 6 (C): -0.903, atom 7 (N): 0.170, atom 8 (H): 0.462, atom 9 (H): 0.492, atom 10 (H): 0.442, atom 11 (H): 0.418, atom 12 (H): 0.342, atom 13 (H): 0.311, atom 14 (H): 0.341, atom 15 (H): 0.413, atom 16 (H): 0.394, atom 17 (H): 0.306



Density functional theory data (wB97M-V/def2-TZVPD) for C3H9HgNO2PS as an isolated structure in a non-equilibrium geometry.

Cartesian coordinates (Å):
C  3.61  -0.27  -0.01
C  2.25  0.46  0.05
S  1.06  -0.54  -0.85
C  -0.49  0.25  -0.39
N  -1.56  -0.76  -0.52
P  -3.10  -0.08  -0.74
O  -3.18  1.07  0.38
O  -4.10  -1.19  -0.18
H  3.64  -0.99  -0.82
H  4.40  0.45  -0.18
H  3.81  -0.78  0.93
H  2.34  1.45  -0.40
H  1.93  0.59  1.08
H  -0.41  0.64  0.63
H  -0.73  1.09  -1.05
H  -3.71  1.82  0.10
H  -4.16  -1.16  0.79
Hg  -1.60  -2.04  1.19

As for the net charge: +1. The highest occupied orbital energy is -12.39 eV. Its HOMO-LUMO gap is 5.2 eV. For the LUMO energy, the calculation gives -7.23 eV.

So, what does the Mulliken scheme give us? The charges, in e, come out as: atom 1 (C): -1.067, atom 2 (C): -0.292, atom 3 (S): -0.093, atom 4 (C): -0.494, atom 5 (N): -0.293, atom 6 (P): 0.429, atom 7 (O): -0.417, atom 8 (O): -0.408, atom 9 (H): 0.318, atom 10 (H): 0.323, atom 11 (H): 0.283, atom 12 (H): 0.312, atom 13 (H): 0.333, atom 14 (H): 0.347, atom 15 (H): 0.423, atom 16 (H): 0.349, atom 17 (H): 0.308, atom 18 (Hg): 0.637



Density functional theory data (wB97M-V/def2-TZVPD) for a 4-piece molecular cluster, C2H12NO4 overall.

Cartesian coordinates (Å):
C  0.21  -1.38  1.13
N  0.17  -0.72  -0.18
C  1.42  0.03  -0.45
O  1.76  0.97  0.53
H  1.05  -2.04  1.14
H  0.29  -0.67  1.95
H  -0.71  -1.97  1.28
H  -0.58  -0.02  -0.16
H  2.24  -0.71  -0.47
H  1.28  0.47  -1.44
H  -1.16  -2.46  -2.41
H  -0.20  -2.00  -1.29
O  -0.39  -2.77  -1.92
H  -0.23  3.31  0.69
H  1.03  1.69  0.48
O  -0.27  2.49  0.18
H  -1.50  1.74  0.57
H  -3.00  1.49  0.22
O  -2.31  1.11  0.78

As for the net charge: -1. The highest occupied orbital energy is -4.97 eV. Its HOMO-LUMO gap is 8.9 eV. For the LUMO energy, the calculation gives 3.97 eV.

So, what does the Mulliken scheme give us? The charges, in e, come out as: atom 1 (C): -0.968, atom 2 (N): -0.495, atom 3 (C): -0.528, atom 4 (O): -0.593, atom 5 (H): 0.404, atom 6 (H): 0.327, atom 7 (H): 0.294, atom 8 (H): 0.242, atom 9 (H): 0.381, atom 10 (H): 0.305, atom 11 (H): 0.283, atom 12 (H): 0.595, atom 13 (O): -0.748, atom 14 (H): 0.185, atom 15 (H): 0.456, atom 16 (O): -1.067, atom 17 (H): 0.423, atom 18 (H): 0.266, atom 19 (O): -0.763



Density functional theory data (wB97M-V/def2-TZVPD) for a 2-piece molecular cluster, C2BrClF2S overall in a non-equilibrium geometry.

Cartesian coordinates (Å):
C  -0.71  -0.50  0.47
C  -0.16  0.21  1.36
F  0.88  -0.13  2.20
F  -0.71  1.37  1.76
S  0.36  1.52  -2.62
Cl  0.69  -0.38  -2.97
Br  -0.36  -2.09  -0.21

As for the net charge: 0. The highest occupied orbital energy (alpha / beta) is -8.23 / -8.16 eV. Its HOMO-LUMO gap (alpha / beta) is 4.1 / 4.0 eV. For the LUMO energy (alpha / beta), the calculation gives -4.12 / -4.13 eV.

So, what does the Mulliken scheme give us? The charges, in e, come out as: atom 1 (C): -0.218, atom 2 (C): 0.528, atom 3 (F): -0.197, atom 4 (F): -0.179, atom 5 (S): -0.012, atom 6 (Cl): -0.005, atom 7 (Br): 0.083



Density functional theory data (wB97M-V/def2-TZVPD) for a 2-piece molecular cluster, C4H3I overall in a non-equilibrium geometry.

Cartesian coordinates (Å):
C  2.74  -0.96  0.40
C  1.92  -0.08  0.34
C  0.18  1.78  0.08
C  0.98  0.89  0.19
I  -4.49  -0.03  0.04
H  3.46  -1.71  0.50
H  -0.54  2.53  -0.01
H  -3.58  -1.15  -0.59

As for the net charge: 0. The highest occupied orbital energy is -9.79 eV. Its HOMO-LUMO gap is 10.5 eV. For the LUMO energy, the calculation gives 0.71 eV. Its structure (SMILES) is C#CC#C.I.

So, what does the Mulliken scheme give us? The charges, in e, come out as: atom 1 (C): -0.397, atom 2 (C): -0.029, atom 3 (C): -0.404, atom 4 (C): 0.009, atom 5 (I): -0.099, atom 6 (H): 0.410, atom 7 (H): 0.413, atom 8 (H): 0.098



Density functional theory data (wB97M-V/def2-TZVPD) for C21H24IN5S4Sr as an isolated structure in a non-equilibrium geometry.

Cartesian coordinates (Å):
Sr  0.20  -0.56  -0.11
C  1.56  -1.56  -2.68
C  0.38  -2.45  -3.08
N  -0.61  -2.59  -1.99
C  -0.41  -3.74  -1.07
C  0.97  -3.58  -0.41
C  2.12  -4.23  -0.80
C  3.33  -3.73  -0.31
C  3.35  -2.57  0.41
C  2.14  -1.94  0.70
C  2.27  -0.55  1.56
N  1.37  0.67  1.29
C  1.84  1.24  -0.11
C  2.14  0.07  -1.10
N  1.09  -0.24  -2.16
N  0.98  -2.60  0.52
H  2.34  -1.45  -3.45
H  2.11  -2.05  -1.90
H  0.77  -3.43  -3.41
H  -0.13  -1.99  -3.93
H  -1.54  -2.61  -2.38
H  -0.47  -4.70  -1.61
H  -1.16  -3.67  -0.28
H  2.09  -5.03  -1.52
H  4.26  -4.19  -0.60
H  4.28  -2.06  0.64
H  3.30  -0.23  1.35
H  2.21  -0.88  2.60
H  1.60  1.35  2.00
H  2.76  1.80  0.03
H  1.11  1.90  -0.62
H  2.02  -0.83  -0.49
H  3.17  -0.05  -1.45
H  1.09  0.47  -2.87
S  2.94  2.11  -3.07
S  4.65  3.02  -2.46
S  5.14  2.44  -0.53
S  5.67  0.44  -0.39
I  -3.27  -1.43  -0.43
C  -2.16  0.74  -0.55
H  -2.91  1.11  0.16
H  -2.61  0.92  -1.54
N  -7.26  -0.20  7.61
C  -6.39  -0.28  6.86
C  -5.32  -0.38  5.94
C  -5.52  -0.95  4.67
C  -4.47  -1.03  3.78
C  -3.19  -0.56  4.09
C  -3.01  0.01  5.37
C  -4.04  0.10  6.27
C  -2.14  -0.64  3.14
C  -1.42  -0.76  2.15
H  -6.50  -1.31  4.40
H  -4.62  -1.45  2.79
H  -2.03  0.38  5.63
H  -3.88  0.54  7.25

As for the net charge: -2. The highest occupied orbital energy is -0.85 eV. Its HOMO-LUMO gap is 4.7 eV. For the LUMO energy, the calculation gives 3.82 eV.

So, what does the Mulliken scheme give us? The charges, in e, come out as: atom 1 (Sr): 3.175, atom 2 (C): 0.240, atom 3 (C): -1.253, atom 4 (N): -0.177, atom 5 (C): -0.979, atom 6 (C): 0.458, atom 7 (C): -0.744, atom 8 (C): -0.422, atom 9 (C): -1.234, atom 10 (C): 1.776, atom 11 (C): -0.383, atom 12 (N): -0.919, atom 13 (C): -0.588, atom 14 (C): -0.697, atom 15 (N): -0.448, atom 16 (N): -0.655, atom 17 (H): 0.540, atom 18 (H): -0.293, atom 19 (H): 0.335, atom 20 (H): 0.503, atom 21 (H): 0.317, atom 22 (H): 0.450, atom 23 (H): 0.349, atom 24 (H): 0.416, atom 25 (H): 0.395, atom 26 (H): 0.435, atom 27 (H): 0.420, atom 28 (H): 0.381, atom 29 (H): 0.407, atom 30 (H): 0.292, atom 31 (H): 0.035, atom 32 (H): -1.869, atom 33 (H): 0.549, atom 34 (H): 0.273, atom 35 (S): -0.504, atom 36 (S): -0.149, atom 37 (S): -0.226, atom 38 (S): -0.569, atom 39 (I): -0.358, atom 40 (C): -1.128, atom 41 (H): 0.300, atom 42 (H): 0.291, atom 43 (N): -0.613, atom 44 (C): 0.167, atom 45 (C): 0.520, atom 46 (C): -0.547, atom 47 (C): -0.352, atom 48 (C): 0.357, atom 49 (C): -0.646, atom 50 (C): -0.482, atom 51 (C): -1.319, atom 52 (C): 0.590, atom 53 (H): 0.409, atom 54 (H): 0.354, atom 55 (H): 0.424, atom 56 (H): 0.395



Density functional theory data (wB97M-V/def2-TZVPD) for a 2-piece molecular cluster, C10H16 overall in a non-equilibrium geometry.

Cartesian coordinates (Å):
C  2.30  -1.47  1.50
C  1.97  -1.04  0.07
C  1.38  -0.82  2.55
H  2.42  -2.54  1.58
H  3.25  -1.03  1.83
H  1.07  -0.41  0.03
H  0.32  -1.04  2.41
H  1.74  -1.07  3.55
H  1.52  -1.90  -0.43
H  2.74  -0.72  -0.62
H  1.32  0.25  2.35
C  -1.18  1.34  1.14
C  -0.58  1.26  -2.56
C  -0.38  1.45  -1.20
C  -1.48  0.28  -2.98
C  -1.37  0.99  -0.33
C  -2.40  -0.22  -2.10
C  -2.32  0.09  -0.75
H  0.21  1.58  -3.22
H  0.56  1.85  -0.85
H  -1.55  0.04  -4.04
H  -3.25  -0.84  -2.36
H  -0.43  2.12  1.21
H  -0.75  0.48  1.64
H  -3.12  -0.31  -0.14
H  -2.02  1.69  1.72

As for the net charge: 0. The highest occupied orbital energy is -9.00 eV. Its HOMO-LUMO gap is 10.0 eV. For the LUMO energy, the calculation gives 1.05 eV. Its structure (SMILES) is Cc1ccccc1.CCC.

So, what does the Mulliken scheme give us? The charges, in e, come out as: atom 1 (C): -0.254, atom 2 (C): -0.637, atom 3 (C): -1.198, atom 4 (H): 0.377, atom 5 (H): 0.209, atom 6 (H): -0.123, atom 7 (H): 0.282, atom 8 (H): 0.396, atom 9 (H): 0.298, atom 10 (H): 0.382, atom 11 (H): 0.306, atom 12 (C): -1.123, atom 13 (C): -0.648, atom 14 (C): -0.261, atom 15 (C): -0.506, atom 16 (C): 0.851, atom 17 (C): -0.306, atom 18 (C): -0.539, atom 19 (H): 0.310, atom 20 (H): 0.344, atom 21 (H): 0.391, atom 22 (H): 0.338, atom 23 (H): 0.352, atom 24 (H): -0.053, atom 25 (H): 0.364, atom 26 (H): 0.448



Energy relative to the best compared isomer or geometry (same formula, charge and spin) (eV)
0.000; 4.799; 0.000; 0.030; 3.940; 1.375; 6.791; 1.159
Total energy (Ha)
-454.24473; -288.90660; -1217.61769; -439.16071; -3708.09934; -451.76398; -3009.36235; -390.59329